1.
Entry from OMol25: the ion C5H14N2 with charge +2 at a distorted geometry (ωB97M-V with the def2-TZVPD basis set).

total charge	+2
total energy	-307.7274	a.u.
gap between HOMO and LUMO	11.25	eV
HOMO	-18.253	eV
SMILES string	C[C@H]([NH3+])C/C=C/[NH3+]
LUMO	-7.001	eV

Atoms and positions in Å:
C -2.40 1.12 -0.85
C -0.93 1.13 -0.65
C -0.50 -0.07 0.34
C 0.82 -0.18 0.81
C 1.33 -1.40 1.07
N 2.55 -1.65 1.81
N -0.18 0.93 -1.95
H -2.88 1.82 -1.51
H -2.90 0.20 -1.24
H -2.98 1.08 0.12
H -0.57 2.15 -0.29
H -0.96 -1.05 0.13
H -1.07 0.06 1.30
H 1.44 0.72 0.92
H 0.59 -2.29 0.73
H 3.31 -1.69 1.09
H 2.63 -2.53 2.35
H 2.75 -0.84 2.54
H 0.71 1.20 -1.86
H -0.74 1.39 -2.77
H -0.01 -0.10 -2.08

Atom charges from the Mulliken analysis, given in e for atoms 1 to 5: -1.530, 0.335, -1.278, -0.063, -0.306

2.
Entry from OMol25: a structure of composition C48H88N16O4RbS at a distorted geometry (ωB97M-V with the def2-TZVPD basis set).

total charge	+7
total energy	-3478.2329	a.u.
gap between HOMO and LUMO	8.89	eV
HOMO	-22.730	eV
LUMO	-13.844	eV

Atoms and positions in Å:
Rb 3.87 -1.09 0.65
S 0.42 -0.40 0.27
O -0.16 -1.15 1.45
O 1.41 0.51 0.83
O 1.22 -1.27 -0.52
O -0.68 0.22 -0.43
C -3.00 -2.22 -3.40
C -3.27 -0.90 -2.58
N -4.10 -1.16 -1.38
C -5.50 -1.21 -1.39
C -5.94 -1.82 -0.25
N -4.81 -2.13 0.48
C -3.68 -1.78 -0.22
C -4.81 -2.69 1.82
H -3.58 -3.07 -3.03
H -1.95 -2.51 -3.41
H -3.34 -2.17 -4.44
H -3.84 -0.18 -3.18
H -2.39 -0.37 -2.23
H -5.96 -1.01 -2.35
H -6.97 -2.12 -0.12
H -2.68 -1.90 0.16
H -4.08 -2.14 2.42
H -4.51 -3.74 1.85
H -5.78 -2.60 2.31
C 1.53 -7.29 -1.97
C 2.11 -7.16 -0.53
N 1.44 -6.17 0.30
C 1.62 -4.74 0.23
C 0.87 -4.16 1.24
N 0.19 -5.19 1.87
C 0.51 -6.45 1.29
C -0.70 -5.09 3.00
H 2.08 -8.03 -2.56
H 1.02 -6.41 -2.36
H 0.65 -7.94 -1.92
H 3.12 -6.75 -0.52
H 2.18 -8.08 0.04
H 2.37 -4.27 -0.41
H 0.65 -3.15 1.54
H 0.14 -7.40 1.65
H -0.11 -5.28 3.90
H -1.43 -5.90 2.94
H -1.23 -4.15 3.15
C -5.60 3.88 0.61
C -5.70 2.71 1.59
N -4.38 2.15 2.05
C -3.36 1.66 1.26
C -2.43 1.00 2.09
N -2.93 1.06 3.38
C -4.12 1.75 3.30
C -2.31 0.59 4.63
H -5.36 4.78 1.18
H -6.61 3.93 0.21
H -4.81 3.78 -0.13
H -6.30 1.85 1.28
H -6.30 2.99 2.46
H -3.37 1.83 0.20
H -1.53 0.42 1.92
H -4.71 1.79 4.21
H -1.91 -0.42 4.49
H -3.11 0.48 5.36
H -1.55 1.35 4.84
C -0.76 6.97 4.90
C -1.09 6.72 3.48
N -0.53 5.45 3.02
C -1.12 4.27 2.51
C -0.12 3.35 2.24
N 1.10 3.99 2.39
C 0.86 5.27 2.80
C 2.49 3.38 2.26
H 0.15 7.56 4.92
H -0.78 6.22 5.69
H -1.51 7.67 5.26
H -0.71 7.46 2.78
H -2.12 6.61 3.15
H -2.20 4.22 2.44
H -0.19 2.36 1.80
H 1.64 5.98 3.03
H 3.01 3.36 3.22
H 3.20 4.00 1.71
H 2.56 2.35 1.92
C 2.24 -2.90 4.25
C 0.84 -2.24 4.65
N 1.05 -0.82 4.97
C 1.94 0.07 4.45
C 1.88 1.20 5.23
N 1.01 0.97 6.27
C 0.43 -0.26 6.02
C 0.74 1.79 7.43
H 2.95 -2.83 5.07
H 2.65 -2.43 3.35
H 2.07 -3.96 4.05
H 0.54 -2.70 5.59
H 0.04 -2.53 3.96
H 2.51 -0.05 3.54
H 2.39 2.14 5.06
H -0.25 -0.78 6.69
H -0.19 1.47 7.89
H 0.58 2.81 7.07
H 1.48 1.79 8.23
C -1.11 -7.27 -5.01
C -0.90 -5.89 -5.57
N -0.19 -5.00 -4.62
C -0.57 -4.65 -3.31
C 0.41 -3.76 -2.78
N 1.39 -3.64 -3.79
C 0.95 -4.42 -4.86
C 2.63 -2.86 -3.75
H -1.86 -7.21 -4.22
H -0.18 -7.67 -4.62
H -1.50 -7.93 -5.78
H -1.84 -5.41 -5.84
H -0.30 -5.98 -6.48
H -1.55 -4.93 -2.96
H 0.57 -3.31 -1.81
H 1.44 -4.74 -5.77
H 2.47 -1.81 -3.53
H 3.08 -3.05 -4.72
H 3.27 -3.21 -2.93
C 5.65 3.81 -0.63
C 4.88 3.98 -2.00
N 3.42 3.93 -1.66
C 2.63 2.89 -1.35
C 1.30 3.23 -1.10
N 1.31 4.61 -1.04
C 2.61 5.00 -1.45
C 0.21 5.53 -0.76
H 5.24 4.51 0.11
H 6.70 4.07 -0.60
H 5.47 2.90 -0.06
H 5.15 3.21 -2.72
H 5.06 4.85 -2.63
H 3.04 1.89 -1.36
H 0.39 2.76 -0.77
H 2.94 6.03 -1.49
H -0.72 4.97 -0.66
H 0.33 6.48 -1.28
H 0.25 5.93 0.25
C 3.63 3.01 -7.60
C 3.91 2.56 -6.20
N 2.66 2.32 -5.43
C 1.63 3.22 -5.14
C 0.75 2.66 -4.22
N 1.18 1.37 -4.01
C 2.34 1.17 -4.75
C 0.68 0.40 -3.10
H 4.54 3.50 -7.96
H 2.85 3.76 -7.77
H 3.49 2.17 -8.27
H 4.50 3.28 -5.62
H 4.49 1.64 -6.16
H 1.51 4.11 -5.74
H -0.14 2.97 -3.69
H 2.97 0.30 -4.65
H -0.18 0.90 -2.65
H 1.45 0.33 -2.34
H 0.36 -0.53 -3.57

Atom charges from the Mulliken analysis, given in e for atoms 1 to 5: 1.253, 0.060, -0.893, -0.753, -0.558

3.
Entry from OMol25: a cluster of 3 separate species, C31H58FN4O7S in total at a distorted geometry (ωB97M-V with the def2-TZVPD basis set).

total charge	+1
total energy	-2458.7531	a.u.
expectation value of S²	2.65
gap between HOMO and LUMO (alpha / beta)	6.08 / 6.60	eV
HOMO (alpha / beta)	-10.535 / -11.126	eV
spin multiplicity	3
LUMO (alpha / beta)	-4.458 / -4.528	eV

Atoms and positions in Å:
C -8.50 -3.35 -1.50
C -7.18 -3.45 -0.76
N -6.26 -2.22 -0.91
C -5.07 -2.12 -1.84
S -4.30 -3.39 -3.01
O -3.03 -4.10 -2.42
O -3.98 -2.68 -4.37
F -5.48 -4.64 -3.34
C -4.64 -0.57 -1.52
C -3.37 0.06 -2.35
O -2.07 -0.58 -2.07
C -1.41 0.07 -0.92
C -1.32 -1.11 0.26
C -1.13 -0.36 1.71
N -5.55 0.03 -0.45
C -5.44 1.44 0.14
C -4.95 1.29 1.73
C -5.63 2.45 2.69
O -5.40 2.24 4.13
C -6.13 1.08 4.65
C -6.61 -1.01 -0.04
O -7.71 -0.89 0.94
H -8.50 -3.35 -2.69
H -9.51 -3.29 -0.89
H -6.87 -4.41 -0.16
H -3.59 -0.13 -3.50
H -3.37 1.23 -2.21
H -2.09 0.92 -0.45
H -0.37 0.56 -1.16
H -2.36 -1.68 0.19
H -0.44 -1.81 -0.05
H -0.01 -0.48 2.04
H -1.90 -0.79 2.51
H -1.36 0.80 1.64
H -6.47 2.01 0.19
H -4.63 2.11 -0.40
H -5.14 0.19 2.14
H -3.78 1.48 1.76
H -5.09 3.48 2.42
H -6.75 2.55 2.39
H -6.57 0.36 3.84
H -7.01 1.38 5.39
H -5.35 0.46 5.31
H -7.50 -1.40 1.80
C 5.07 -2.37 -2.54
C 4.25 -2.48 -1.22
C 4.93 -3.51 -0.28
C 4.78 -4.94 -0.78
C 3.32 -5.29 -1.00
C 2.53 -4.26 -1.86
N 2.82 -2.83 -1.50
O 2.07 -2.52 -0.36
C 2.82 -4.47 -3.37
C 1.01 -4.63 -1.74
C 4.40 -1.05 -0.59
H 6.03 -1.87 -2.36
H 5.33 -3.33 -2.97
H 4.53 -1.78 -3.29
H 4.51 -3.43 0.73
H 6.00 -3.27 -0.18
H 5.36 -5.10 -1.69
H 5.21 -5.62 -0.03
H 3.26 -6.28 -1.46
H 2.84 -5.38 -0.01
H 2.33 -3.71 -3.97
H 2.44 -5.45 -3.71
H 3.88 -4.48 -3.62
H 0.67 -4.66 -0.70
H 0.82 -5.63 -2.15
H 0.38 -3.92 -2.29
H 3.95 -0.29 -1.24
H 5.46 -0.79 -0.47
H 3.95 -0.97 0.40
C 4.57 6.15 1.06
C 3.37 5.49 1.80
C 3.91 4.52 2.88
C 4.55 3.28 2.29
C 3.58 2.57 1.35
C 2.91 3.48 0.29
N 2.46 4.80 0.83
O 1.23 4.59 1.48
C 3.89 3.73 -0.90
C 1.76 2.65 -0.38
C 2.68 6.71 2.51
H 5.09 6.86 1.71
H 5.33 5.45 0.75
H 4.23 6.71 0.18
H 3.10 4.22 3.56
H 4.65 5.04 3.51
H 5.47 3.52 1.76
H 4.83 2.59 3.10
H 4.11 1.74 0.86
H 2.80 2.10 1.97
H 3.46 4.43 -1.62
H 4.09 2.80 -1.44
H 4.86 4.10 -0.60
H 1.04 2.27 0.36
H 2.16 1.77 -0.90
H 1.22 3.25 -1.12
H 2.30 7.43 1.77
H 3.39 7.24 3.16
H 1.85 6.41 3.16

Atom charges from the Mulliken analysis, given in e for atoms 1 to 5: -0.602, -0.436, 0.302, -0.138, 1.188